Entry 1:
Below is 2 unconnected molecules or ions with the total composition C3H8NOS at a distorted geometry, with properties calculated with ωB97M-V with the def2-TZVPD basis set.

Positions of all 14 atoms, in Å:
C  0.158  -4.206  1.718
C  -1.088  -4.569  1.378
C  0.705  4.318  -0.940
N  1.509  4.505  -1.938
O  -2.381  -4.011  1.414
S  -3.646  -5.016  1.473
H  1.044  -4.899  1.416
H  0.336  -3.302  2.123
H  -0.991  -5.621  1.233
H  0.597  3.239  -0.718
H  0.123  5.194  -0.576
H  1.494  5.442  -2.371
H  2.210  3.903  -2.247
H  -4.394  -4.282  0.706

Its total charge is +1. For the orbital gap, the calculation gives 0.140 hartree. As for the highest occupied orbital energy: -10.2 eV. The largest force on an atom comes out at 4.2 eV/A.

Entry 2:
Below is 2 unconnected molecules or ions with the total composition C4H5N2, with properties calculated with ωB97M-V with the def2-TZVPD basis set.

Positions of all 11 atoms, in Å:
C  -3.338  0.745  0.014
C  0.829  -0.680  0.031
C  2.629  0.980  -0.016
C  -0.141  -1.528  0.011
N  -2.354  0.176  -0.030
N  1.709  0.141  0.040
H  -4.264  1.259  0.051
H  -0.726  -1.748  0.895
H  3.142  1.156  -0.954
H  2.926  1.542  0.862
H  -0.412  -2.041  -0.902

Its total charge is +1. For the orbital gap, the calculation gives 0.352 hartree. As for the highest occupied orbital energy: -15.3 eV. The largest force on an atom comes out at 0.8 eV/A.

Entry 3:
Below is a molecular structure, C6H11N3, with properties calculated with ωB97M-V with the def2-TZVPD basis set.

Positions of all 20 atoms, in Å:
C  -0.912  -0.964  -1.214
C  -1.875  0.225  0.688
N  -0.693  0.030  -0.159
C  -0.112  2.435  -0.562
N  -0.688  1.538  -1.183
H  -1.139  -1.936  -0.773
H  -1.744  -0.641  -1.839
H  -2.147  -0.727  1.152
H  -1.630  0.948  1.461
H  -2.705  0.591  0.083
H  -0.021  -1.038  -1.833
H  0.360  2.091  0.522
H  -0.048  3.418  -1.025
C  1.457  -1.205  0.418
C  2.767  -1.222  0.654
C  0.641  0.015  0.648
N  0.899  1.011  1.339
H  0.965  -2.117  0.097
H  3.273  -0.324  0.988
H  3.351  -2.127  0.538

Its total charge is 0. For the orbital gap (alpha / beta), the calculation gives 0.303 / 0.303 hartree. As for the highest occupied orbital energy (alpha / beta): -7.5 / -7.5 eV. The largest force on an atom comes out at 0.7 eV/A.

Entry 4:
Below is a gas-phase ion, C2HO4S (charge -1) at a distorted geometry, with properties calculated with ωB97M-V with the def2-TZVPD basis set.

Positions of all 8 atoms, in Å:
C  0.781  0.161  -0.015
C  2.036  0.482  -0.094
O  3.222  0.689  0.028
O  -1.453  -1.532  -0.218
O  -2.782  0.315  0.771
O  -0.270  0.826  -0.465
S  -1.976  -0.157  -0.362
H  0.442  -0.784  0.356

Its total charge is -1. For the orbital gap, the calculation gives 0.276 hartree. As for the highest occupied orbital energy: -3.7 eV. The largest force on an atom comes out at 2.8 eV/A.

Entry 5:
Below is 12 unconnected molecules or ions with the total composition H24O12 at a distorted geometry, with properties calculated with ωB97M-V with the def2-TZVPD basis set.

Positions of all 36 atoms, in Å:
O  -3.015  1.941  0.691
H  -2.085  2.045  0.579
H  -3.254  2.838  0.442
O  -0.705  -2.799  0.613
H  -0.838  -3.740  0.763
H  -1.193  -2.736  -0.202
O  -1.565  2.349  -1.989
H  -1.927  3.043  -1.409
H  -2.367  1.763  -2.078
O  1.681  -1.312  -2.250
H  2.566  -1.426  -1.809
H  1.145  -0.957  -1.517
O  -0.255  -0.561  2.524
H  -1.207  -0.718  2.553
H  -0.015  0.331  2.816
O  1.923  -1.482  3.739
H  2.679  -0.930  3.541
H  1.205  -1.145  3.255
O  0.185  -0.167  -0.074
H  0.037  -0.383  0.885
H  -0.625  -0.106  -0.538
O  3.206  -0.087  0.058
H  2.684  0.629  -0.308
H  2.672  -0.875  0.142
O  -0.329  2.822  0.773
H  0.236  2.373  0.174
H  -0.220  3.758  0.672
O  0.487  1.494  -3.556
H  -0.172  1.661  -2.887
H  0.326  2.123  -4.254
O  -2.168  -0.201  -1.199
H  -2.623  -0.604  -0.443
H  -1.930  -0.877  -1.782
O  2.060  -2.492  0.468
H  1.112  -2.552  0.364
H  2.297  -3.036  1.247

Its total charge is 0. As for the SMILES: O.O.O.O.O.O.O.O.O.O.O.O. For the orbital gap, the calculation gives 0.345 hartree. As for the highest occupied orbital energy: -9.8 eV. The largest force on an atom comes out at 2.6 eV/A.

Entry 6:
Below is a molecular structure, C46H43MgN5P2S at a distorted geometry, with properties calculated with ωB97M-V with the def2-TZVPD basis set.

Positions of all 98 atoms, in Å:
Mg  -0.107  -0.029  0.771
C  -2.243  3.940  4.743
C  -1.712  4.087  3.319
N  -0.438  3.437  3.120
C  -0.308  2.129  2.839
S  1.242  1.518  2.553
N  -1.396  1.379  2.935
N  -1.361  0.213  2.347
C  -2.185  -0.738  2.658
C  -3.195  -0.614  3.764
C  -2.059  -1.942  1.887
C  -2.821  -3.093  2.160
C  -2.607  -4.237  1.426
C  -1.655  -4.222  0.412
C  -0.970  -3.042  0.193
N  -1.154  -1.943  0.894
H  -3.234  4.382  4.807
H  -2.302  2.888  5.004
H  -1.588  4.442  5.450
H  -2.419  3.629  2.621
H  -1.594  5.144  3.072
H  0.416  3.966  3.183
H  -3.008  0.318  4.291
H  -4.204  -0.587  3.353
H  -3.131  -1.443  4.468
H  -3.560  -3.077  2.943
H  -3.175  -5.132  1.633
H  -1.460  -5.098  -0.184
H  -0.234  -2.969  -0.596
C  2.218  -2.726  -2.327
C  1.465  -1.766  -3.247
P  0.017  -0.930  -2.419
C  -1.403  -2.063  -2.759
C  -2.568  -1.745  -2.061
C  -3.721  -2.484  -2.225
C  -3.735  -3.556  -3.102
C  -2.582  -3.892  -3.787
C  -1.420  -3.157  -3.613
C  -0.448  0.285  -3.725
C  0.096  0.338  -5.003
C  -0.345  1.288  -5.908
C  -1.336  2.186  -5.555
C  -1.884  2.138  -4.284
C  -1.438  1.199  -3.375
C  3.058  -1.993  -1.283
P  2.147  -1.309  0.190
C  1.913  -2.746  1.288
C  1.402  -2.458  2.553
C  1.201  -3.466  3.476
C  1.511  -4.778  3.150
C  2.001  -5.074  1.889
C  2.203  -4.066  0.960
C  3.650  -0.632  0.989
C  3.890  0.736  0.930
C  5.054  1.254  1.471
C  5.983  0.412  2.059
C  5.747  -0.953  2.120
C  4.582  -1.474  1.589
H  2.889  -3.338  -2.941
H  1.513  -3.411  -1.845
H  1.133  -2.296  -4.143
H  2.149  -0.966  -3.551
H  -2.557  -0.907  -1.375
H  -4.610  -2.223  -1.669
H  -4.638  -4.129  -3.249
H  -2.588  -4.730  -4.470
H  -0.537  -3.457  -4.156
H  0.866  -0.351  -5.314
H  0.088  1.323  -6.898
H  -1.677  2.924  -6.265
H  -2.655  2.837  -4.001
H  -1.834  1.187  -2.370
H  3.527  -1.118  -1.750
H  3.864  -2.636  -0.909
H  1.189  -1.427  2.818
H  0.818  -3.228  4.457
H  1.370  -5.569  3.874
H  2.241  -6.096  1.633
H  2.594  -4.320  -0.014
H  3.154  1.387  0.475
H  5.240  2.317  1.435
H  6.890  0.818  2.479
H  6.468  -1.614  2.580
H  4.385  -2.537  1.656
N  -0.109  9.620  -1.149
C  -0.138  8.479  -1.026
C  -0.201  7.079  -0.882
C  -1.314  6.502  -0.263
C  -1.401  5.134  -0.139
C  -0.377  4.308  -0.624
C  0.728  4.896  -1.254
C  0.815  6.263  -1.390
C  -0.431  2.907  -0.443
C  -0.449  1.703  -0.270
H  -2.104  7.142  0.103
H  -2.267  4.683  0.325
H  1.508  4.254  -1.637
H  1.660  6.713  -1.894

Its total charge is 0. For the orbital gap, the calculation gives 0.256 hartree. As for the highest occupied orbital energy: -7.3 eV. The largest force on an atom comes out at 1.9 eV/A.

Entry 7:
Below is a molecular structure, C18H24N8O2RhS2 at a distorted geometry, with properties calculated with ωB97M-V with the def2-TZVPD basis set.

Positions of all 55 atoms, in Å:
Rh  -0.468  -0.675  -0.623
S  1.032  -1.342  0.963
C  0.068  -2.239  2.152
C  0.693  -2.775  3.277
C  -0.049  -3.463  4.221
C  -1.420  -3.624  4.038
C  -2.038  -3.098  2.919
C  -1.297  -2.394  1.967
S  -2.118  -1.707  0.566
H  1.762  -2.653  3.402
H  0.439  -3.874  5.095
H  -2.006  -4.161  4.772
H  -3.103  -3.227  2.768
N  -2.715  -1.054  -4.086
C  -3.297  0.166  -3.815
C  -2.724  0.618  -2.666
N  -1.797  -0.301  -2.247
C  -1.821  -1.298  -3.108
C  -0.947  -2.426  -2.844
N  -0.113  -2.328  -1.825
C  0.531  -3.533  -1.713
C  0.098  -4.353  -2.708
N  -0.841  -3.636  -3.421
H  -2.930  -1.637  -4.877
H  -4.059  0.586  -4.447
H  -2.911  1.524  -2.116
H  1.258  -3.711  -0.940
H  0.358  -5.363  -2.966
H  -1.381  -3.991  -4.192
N  1.009  0.521  -1.702
C  0.754  1.966  -1.489
C  1.987  2.863  -1.294
C  3.023  2.542  -0.210
C  2.518  2.304  1.206
N  1.734  3.438  1.703
C  0.712  3.351  2.552
N  0.445  2.229  3.211
N  0.008  4.458  2.830
C  -0.290  2.187  -0.371
O  -0.572  3.334  -0.060
O  -0.822  1.139  0.163
H  1.930  0.230  -1.389
H  0.936  0.276  -2.683
H  0.278  2.337  -2.398
H  1.585  3.862  -1.120
H  2.521  2.908  -2.246
H  3.727  3.379  -0.192
H  3.626  1.672  -0.486
H  3.373  2.130  1.864
H  1.902  1.411  1.240
H  1.867  4.325  1.246
H  0.769  1.327  2.848
H  -0.429  2.175  3.709
H  0.071  5.242  2.203
H  -0.865  4.363  3.319

Its total charge is +1. For the orbital gap, the calculation gives 0.239 hartree. As for the highest occupied orbital energy: -8.9 eV. The largest force on an atom comes out at 1.2 eV/A.

Entry 8:
Below is a molecular structure, C40H45AsIrO4P2S2, with properties calculated with ωB97M-V with the def2-TZVPD basis set.

Positions of all 95 atoms, in Å:
Ir  1.144  1.276  0.059
C  6.539  3.148  2.603
C  5.904  1.801  2.365
O  4.476  1.953  2.526
P  3.483  0.879  1.914
S  1.644  1.304  2.535
S  3.488  0.822  -0.099
O  4.104  -0.465  2.496
C  3.346  -1.686  2.609
C  4.078  -2.606  3.554
H  7.624  3.063  2.540
H  6.277  3.523  3.592
H  6.202  3.868  1.858
H  6.245  1.054  3.083
H  6.114  1.437  1.356
H  3.256  -2.121  1.612
H  2.347  -1.442  2.970
H  5.083  -2.817  3.188
H  3.537  -3.550  3.636
H  4.151  -2.162  4.546
O  1.324  0.152  -2.571
C  0.853  1.056  -1.904
C  -0.044  2.067  -2.620
C  -0.272  1.986  -3.990
C  -1.006  2.973  -4.624
C  -1.500  4.056  -3.900
C  -1.281  4.139  -2.534
C  -0.574  3.127  -1.892
P  -0.176  3.039  -0.123
C  -1.743  3.154  0.793
C  -1.678  3.005  2.179
C  -2.828  3.064  2.948
C  -4.061  3.271  2.340
C  -4.135  3.413  0.963
C  -2.981  3.351  0.191
C  0.655  4.617  0.245
C  0.008  5.690  0.849
C  0.685  6.885  1.058
C  2.007  7.013  0.662
C  2.657  5.943  0.059
C  1.987  4.749  -0.146
H  0.154  1.153  -4.534
H  -1.183  2.917  -5.691
H  -2.049  4.840  -4.406
H  -1.649  4.993  -1.977
H  -0.719  2.845  2.659
H  -2.764  2.946  4.022
H  -4.961  3.317  2.940
H  -5.093  3.564  0.482
H  -3.057  3.438  -0.885
H  -1.024  5.598  1.165
H  0.177  7.714  1.534
H  2.534  7.944  0.827
H  3.691  6.037  -0.245
H  2.499  3.906  -0.595
C  -3.690  -0.160  0.073
C  -2.477  -0.579  -0.710
O  -1.375  -0.133  -0.449
C  -2.626  -1.585  -1.804
C  -3.778  -2.356  -1.937
C  -3.839  -3.355  -2.896
C  -2.757  -3.576  -3.736
C  -1.617  -2.791  -3.624
C  -1.547  -1.800  -2.659
H  -3.415  0.628  0.768
H  -4.070  -1.018  0.634
H  -4.486  0.178  -0.592
H  -4.618  -2.202  -1.273
H  -4.727  -3.969  -2.981
H  -2.802  -4.363  -4.478
H  -0.774  -2.959  -4.282
H  -0.652  -1.201  -2.547
C  0.764  -2.902  -0.142
As  -0.923  -3.212  0.806
C  -0.343  -2.485  2.537
C  -0.634  -5.133  1.202
C  -0.971  -5.938  -0.017
C  -2.297  -6.214  -0.347
C  -2.614  -6.895  -1.511
C  -1.609  -7.308  -2.376
C  -0.286  -7.036  -2.061
C  0.028  -6.356  -0.893
H  1.580  -3.418  0.369
H  0.968  -1.831  -0.170
H  0.698  -3.265  -1.167
H  0.493  -3.054  2.949
H  -1.172  -2.507  3.245
H  -0.034  -1.448  2.394
H  -1.279  -5.389  2.045
H  0.404  -5.285  1.501
H  -3.088  -5.882  0.316
H  -3.650  -7.102  -1.747
H  -1.855  -7.841  -3.285
H  0.507  -7.353  -2.727
H  1.065  -6.144  -0.655

Its spin multiplicity is 2. Its total charge is 0. For the orbital gap (alpha / beta), the calculation gives 0.298 / 0.278 hartree. The expectation value of S² is 0.754. As for the highest occupied orbital energy (alpha / beta): -7.6 / -7.7 eV. The largest force on an atom comes out at 0.3 eV/A.

Entry 9:
Below is 2 unconnected molecules or ions with the total composition C5H3O3S at a distorted geometry, with properties calculated with ωB97M-V with the def2-TZVPD basis set.

Positions of all 12 atoms, in Å:
C  1.796  -2.792  -0.968
C  2.587  0.179  1.050
C  1.711  -1.899  -1.919
C  3.712  0.525  1.315
C  1.322  -2.087  1.536
O  2.429  -3.691  -0.463
O  1.017  -1.483  -2.772
O  4.790  0.898  1.728
S  1.321  -0.723  0.330
H  0.848  -1.773  2.349
H  2.322  -2.252  1.822
H  0.837  -2.948  1.140

Its spin multiplicity is 3. Its total charge is -1. For the orbital gap (alpha / beta), the calculation gives 0.216 / 0.199 hartree. The expectation value of S² is 2.019. As for the highest occupied orbital energy (alpha / beta): -2.5 / -3.0 eV. The largest force on an atom comes out at 5.1 eV/A.

Entry 10:
Below is 2 unconnected molecules or ions with the total composition CH2F2IP at a distorted geometry, with properties calculated with ωB97M-V with the def2-TZVPD basis set.

Positions of all 7 atoms, in Å:
C  0.980  0.575  0.347
F  1.050  1.406  1.376
F  0.636  1.279  -0.764
P  -1.614  -1.298  0.018
I  2.600  -0.797  0.292
H  -2.104  -1.263  -1.220
H  -1.548  0.098  -0.050

Its total charge is 0. For the orbital gap (alpha / beta), the calculation gives 0.281 / 0.294 hartree. As for the highest occupied orbital energy (alpha / beta): -8.9 / -8.9 eV. The largest force on an atom comes out at 2.3 eV/A.

Entry 11:
Below is a single C20H20N2OS molecule, with properties calculated with ωB97M-V with the def2-TZVPD basis set.

Positions of all 44 atoms, in Å:
C  -3.899  -2.372  0.836
C  -3.329  -1.182  0.159
N  -3.847  0.069  0.337
C  -3.092  0.984  -0.346
C  -3.209  2.363  -0.436
C  -2.277  3.035  -1.199
C  -1.256  2.352  -1.864
C  -1.138  0.982  -1.786
C  -2.060  0.282  -1.013
C  -2.240  -1.091  -0.668
S  -1.172  -2.426  -1.084
C  -0.095  -2.449  0.423
C  -0.088  -1.084  1.061
O  -0.903  -0.824  1.931
N  0.811  -0.155  0.639
C  0.815  1.117  1.343
C  2.006  1.139  2.293
C  3.288  1.092  1.467
C  3.167  0.220  0.245
C  4.299  0.020  -0.535
C  4.254  -0.719  -1.702
C  3.046  -1.249  -2.119
C  1.908  -1.064  -1.358
C  1.957  -0.359  -0.158
H  -4.988  -2.344  0.821
H  -3.557  -3.276  0.339
H  -3.567  -2.399  1.874
H  -4.620  0.287  0.943
H  -4.000  2.890  0.078
H  -2.335  4.110  -1.285
H  -0.547  2.916  -2.454
H  -0.349  0.462  -2.308
H  0.887  -2.794  0.107
H  -0.542  -3.152  1.126
H  0.887  1.922  0.605
H  -0.130  1.202  1.881
H  1.939  0.267  2.948
H  1.984  2.033  2.916
H  3.536  2.103  1.128
H  4.124  0.747  2.080
H  5.232  0.461  -0.214
H  5.149  -0.864  -2.288
H  2.982  -1.803  -3.044
H  0.969  -1.451  -1.720

Its total charge is 0. As for the SMILES: Cc1[nH]c2ccccc2c1SCC(=O)N1CCCc2ccccc21. For the orbital gap, the calculation gives 0.313 hartree. As for the highest occupied orbital energy: -7.7 eV. The largest force on an atom comes out at 0.8 eV/A.

Entry 12:
Below is 2 unconnected molecules or ions with the total composition C2H6FN, with properties calculated with ωB97M-V with the def2-TZVPD basis set.

Positions of all 10 atoms, in Å:
C  1.925  0.434  -0.043
C  -1.412  0.309  -0.233
N  -1.810  -0.823  0.280
F  -2.477  0.906  -0.823
H  2.932  0.088  0.156
H  1.818  0.649  -1.096
H  1.212  -0.328  0.237
H  1.730  1.331  0.525
H  -1.146  -1.403  0.768
H  -2.772  -1.162  0.229

Its total charge is 0. For the orbital gap, the calculation gives 0.378 hartree. As for the highest occupied orbital energy: -9.4 eV. The largest force on an atom comes out at 0.8 eV/A.